The following is a DFT calculation (ωB97M-V/def2-TZVPD) of 2 unconnected molecules or ions with the total composition C4H14N2OS.

Results
- gap between HOMO and LUMO (eV) = 9.339
- SMILES = NC[C@H](N)CCS.O

Structure (XYZ):
```
22
Properties=species:S:1:pos:R:3:forces:R:3:lowdin_charge:R:1
N -1.527924 1.298434 -1.098596 1.333 -1.539 0.422 -0.026
C -0.175583 1.051625 -0.368328 -3.032 -2.036 0.034 -0.291
C 0.735372 0.183102 -1.326939 -2.225 0.056 2.863 -0.279
C 2.124795 0.002792 -0.742830 0.567 0.023 -1.741 -0.583
S 2.720019 -1.701942 -0.927232 -1.345 -0.673 0.447 0.669
C -0.598498 0.272892 0.990484 -1.014 1.892 -0.282 -0.229
N -1.913968 0.843095 1.440619 0.183 -0.636 0.750 -0.051
H -1.433773 2.150180 -1.641788 -0.368 -0.683 -0.520 0.065
H -1.853642 0.401286 -1.582347 0.784 2.228 0.388 0.113
H 0.167556 2.080118 -0.108349 0.274 -0.956 -0.279 0.145
H 0.661575 0.806949 -2.137988 0.962 1.490 -2.417 0.059
H 0.223921 -0.722279 -1.753264 0.318 0.389 1.262 0.115
H 2.309195 0.317227 0.307088 -0.377 0.254 -0.980 0.079
H 2.625289 0.582970 -1.555761 0.981 -0.234 1.551 0.079
H 1.493676 -2.259711 -0.513655 1.439 0.383 -0.320 -0.114
H 0.085739 0.541844 1.764336 0.946 0.181 0.547 0.088
H -0.508429 -0.844355 0.907617 -0.956 1.471 -0.890 0.070
H -2.458431 1.147216 0.616184 0.393 0.094 1.266 0.031
H -2.117234 1.205517 2.430336 0.834 -0.907 -2.642 0.096
H 0.157172 -1.689679 1.891928 -0.859 0.943 0.026 -0.035
H -0.762913 -3.051058 1.556192 0.004 1.306 0.098 0.060
O 0.046088 -2.616230 1.852297 1.158 -3.046 0.418 -0.060
```
Forces are in eV/Å.

The following is a DFT calculation (ωB97M-V/def2-TZVPD) of a gas-phase ion, C6H12N4O2 (charge +2).

Results
- gap between HOMO and LUMO (alpha / beta) (eV) = 7.734 / 7.736
- total charge = +2

Structure (XYZ):
```
24
Properties=species:S:1:pos:R:3:forces:R:3:lowdin_charge:R:1
C 1.072756 -0.729848 1.470360 -0.549 0.649 1.180 -0.307
C -0.166812 0.332136 -1.915949 2.124 0.498 -0.073 -0.197
C 1.633434 0.656876 1.102269 2.493 -1.419 0.472 -0.013
C 1.145832 0.785257 -1.340233 -1.278 -2.740 -1.045 -0.001
C 0.777449 1.360606 0.027384 1.618 -0.956 -0.730 -0.191
C -0.671677 0.958024 0.167124 0.440 -0.740 4.085 0.100
N -0.144723 -0.937501 1.117626 0.022 4.217 -1.516 -0.004
N -1.147939 0.486451 -1.016668 -0.826 0.785 -3.361 -0.055
N -0.919137 -1.826401 1.661034 -1.144 -3.337 -1.756 0.092
N -2.442186 0.146205 -1.417171 0.651 -2.030 1.485 0.180
O 1.649345 -1.460494 2.368405 2.372 1.327 -0.368 0.213
O -0.155595 -0.039627 -3.155103 -1.059 0.063 1.580 0.275
H 1.610186 1.084114 2.077822 -0.536 1.063 0.834 0.130
H 2.809646 0.660363 0.991875 -2.376 -0.186 -0.575 0.200
H 1.812536 -0.107710 -1.379405 -0.421 0.234 0.614 0.181
H 1.561863 1.286420 -2.173327 0.790 1.836 -0.304 0.147
H 1.037382 2.417814 -0.105713 -0.693 0.129 0.982 0.184
H -1.307954 1.372478 1.056754 0.783 -0.871 -2.259 0.218
H -1.346138 -1.918922 2.549819 0.056 0.871 1.150 0.131
H 1.278650 -2.211676 2.835976 -0.966 -0.359 -0.394 0.160
H -1.145080 -2.557466 0.995590 -0.383 -0.036 0.468 0.136
H -3.053981 0.784327 -1.861199 0.023 1.748 -0.461 0.126
H -2.868026 -0.192328 -0.579011 -0.817 -0.605 0.187 0.114
H -1.019832 -0.349099 -3.478258 -0.323 -0.141 -0.195 0.177
```
Forces are in eV/Å.

Calculated energy (Eh), listed in the same order as above: -743.6416 -604.5604
Calculated energy above the lowest of the compared OMol25 structures with the same formula, charge and spin (kJ/mol), listed in the same order as above: 242.0 355.8
Calculated F_max (eV/A), listed in the same order as above: 3.65 4.48